1.
Molecular formula: C24H49BCsNO10PtS5
Method: DFT, wB97M-V/def2-TZVPD

Computed properties:
Total charge   +2
Energy above the lowest of the compared OMol25 structures with the same formula, charge and spin   5.5 kcal per mole
2S+1   3
E_LUMO (alpha / beta)   -4.4564 / -6.0783 eV
Gap between HOMO and LUMO (alpha / beta)   7.9 / 6.3 eV
Strongest force on any atom   2.8 eV Å⁻¹

Positions of all 92 atoms, in Å:
Pt 0.3017 -0.7672 -1.1578
Cs -3.2720 1.2011 1.6517
S -1.3214 -2.5141 1.6196
S -2.8942 -2.0323 -2.4734
S 3.0446 -1.4024 1.0803
S 2.1945 1.1954 -3.3586
S -2.0638 1.7402 -2.5526
O -2.8766 -1.5007 -3.8202
O -0.2330 -2.1732 0.7125
O -0.9671 0.7764 -2.5910
O -2.6469 -2.0446 1.2644
O -3.1451 1.6367 -1.5601
O 3.1042 -2.7116 1.6952
O 1.7745 0.3749 -2.2031
O 2.3478 -1.2754 -0.2001
O -1.7528 -1.7068 -1.6100
O 1.2581 1.6519 -4.3642
N -1.0418 2.0978 5.3701
C -1.5978 3.8646 -4.0871
C -1.1014 -4.1856 3.6579
C 0.6543 3.1526 6.3807
C -0.9124 -1.8094 3.2740
C -4.4092 -1.5274 -1.6724
C -4.1146 -3.9877 -1.1839
C 4.7124 -0.6325 0.8830
C -2.8139 1.7682 -4.1968
C -5.0368 -2.7715 -1.0159
C 0.9586 3.0194 4.9862
C -2.9115 3.2506 -4.5317
C -0.0601 2.3084 4.4307
C -3.2838 -3.7950 -2.4369
C -0.5896 2.6057 6.5617
C 3.1444 2.5017 -2.6838
C 4.8458 0.8873 -3.4686
C 3.7700 0.0291 3.1216
C 2.4996 -0.2380 2.2929
C -1.4145 -4.2845 2.1517
C -1.3863 3.4477 -2.6264
C 4.5857 2.4112 -3.1883
C 3.5959 0.3437 -4.1549
C -0.2122 -2.9903 3.9407
C 4.9079 0.2634 2.1205
B -0.3364 0.8404 0.4477
H 1.6112 -0.6174 2.7904
H -4.1888 -0.6480 -1.0651
H -0.5844 -5.0988 3.9566
H -6.0066 -2.9725 -1.4662
H -5.1895 -2.5503 0.0386
H -0.4957 -0.8062 3.2828
H -0.6811 -4.8507 1.5872
H -0.4518 0.7608 1.5773
H -0.2128 -2.9188 5.0317
H -1.8230 4.0736 -1.8467
H -1.1080 2.4335 7.4919
H -2.4586 -4.5736 2.0821
H -3.1092 3.4155 -5.5911
H 4.8424 3.0398 -4.0432
H -0.2013 1.8560 3.4590
H 4.9422 1.3261 1.8761
H -0.9784 0.0642 -0.0673
H -0.3827 3.2875 -2.2235
H -1.6539 4.9519 -4.1374
H -2.0296 -4.1286 4.2237
H -3.4342 -4.0836 -0.3356
H 3.5891 0.6691 -5.1958
H -1.8998 -1.7035 3.7373
H 0.8342 -3.0893 3.6495
H 5.8568 0.0732 2.6203
H -0.7108 3.5342 -4.6268
H 5.4759 -1.3953 0.7701
H 3.0985 2.4910 -1.5957
H -3.7886 3.6855 -4.0440
H -3.7239 1.1733 -4.1900
H -4.7068 -4.8979 -1.2508
H 5.0868 0.4977 -2.4803
H -0.6052 1.8850 0.0682
H 5.6857 0.7081 -4.1349
H 1.1892 3.6094 7.1949
H 0.7576 0.5756 0.2225
H -1.9326 1.6619 5.2568
H 4.0056 -0.8119 3.7742
H 3.3727 -0.7215 -4.1639
H 5.2675 2.8349 -2.4502
H -3.9308 -3.9148 -3.3113
H -2.1690 1.3360 -4.9635
H 1.8956 3.3667 4.5832
H 4.5800 -0.0319 -0.0141
H 2.5732 3.3894 -2.9740
H 2.2043 0.7001 1.8201
H -2.3417 -4.2991 -2.6459
H 3.5844 0.8839 3.7692
H -4.9589 -1.1892 -2.5516

Atomic charges from the Mulliken analysis, expressed in e, are listed below:
1 Pt 4.557
2 Cs 1.169
3 S 1.163
4 S 0.997
5 S 0.976
6 S 0.924
7 S 1.104
8 O -0.790
9 O -0.727
10 O -0.782
11 O -0.719
12 O -0.832
13 O -0.638
14 O -1.124
15 O -0.659
16 O -0.765
17 O -0.720
18 N 0.080
19 C -0.432
20 C -0.890
21 C -0.317
22 C -0.541
23 C -0.580
24 C 0.106
25 C -0.116
26 C -0.785
27 C -0.706
28 C -1.093
29 C -0.708
30 C -0.343
31 C -1.023
32 C -0.492
33 C -0.702
34 C -0.223
35 C -0.719
36 C 0.118
37 C -0.662
38 C -0.643
39 C -0.849
40 C -0.960
41 C -0.419
42 C -0.860
43 B 0.301
44 H -0.312
45 H 0.076
46 H 0.389
47 H 0.383
48 H 0.267
49 H -0.140
50 H 0.504
51 H -0.951
52 H 0.448
53 H 0.499
54 H 0.406
55 H 0.307
56 H 0.379
57 H 0.340
58 H 0.776
59 H 0.346
60 H -0.333
61 H 0.062
62 H 0.360
63 H 0.362
64 H -0.353
65 H 0.426
66 H 0.418
67 H 0.263
68 H 0.366
69 H 0.231
70 H 0.551
71 H 0.436
72 H 0.312
73 H 0.472
74 H 0.488
75 H 0.022
76 H -0.161
77 H 0.429
78 H 0.406
79 H -0.516
80 H 0.156
81 H 0.425
82 H 0.474
83 H 0.374
84 H 0.414
85 H 0.335
86 H 0.441
87 H -0.268
88 H 0.431
89 H 0.074
90 H 0.499
91 H 0.380
92 H 0.635


2.
Molecular formula: C25H42N2O5OsP
Method: DFT, wB97M-V/def2-TZVPD

Computed properties:
Total charge   -1
Energy above the lowest of the compared OMol25 structures with the same formula, charge and spin   0.0 kcal per mole
2S+1   1
E_LUMO (alpha / beta)   2.6938 / 2.6938 eV
Gap between HOMO and LUMO (alpha / beta)   5.6 / 5.6 eV
Strongest force on any atom   1.1 eV Å⁻¹

Positions of all 76 atoms, in Å:
Os 0.6950 -1.8730 0.0188
P -0.5033 1.2185 -0.7116
O 0.3082 1.9616 0.4491
O -1.9594 1.1328 -0.4264
O 2.1879 -1.8969 -1.2697
O 0.2668 -0.0395 -1.0097
O -0.2393 2.2346 -1.9464
N -3.6917 -1.1786 0.6040
N -1.2764 -1.6875 0.5514
C 0.1231 3.2979 0.9466
C -4.7555 0.9893 0.1769
C -1.2989 3.8133 0.7545
C 3.1372 -2.8783 -1.5645
C 1.1218 4.1967 0.2257
C -0.2738 1.8447 -3.3323
C 2.1699 -2.4335 2.6477
C 1.2782 -2.5379 1.5011
C 2.6772 -4.3008 -1.2354
C 2.4119 -3.5186 3.4938
C -4.9522 -0.1164 2.4121
C -4.4916 -1.4325 1.7950
C 3.9831 -2.2169 4.7690
C 3.7343 -1.1247 3.9434
C 1.0721 1.2352 -3.7111
C -0.5097 3.1459 -4.0875
C 4.4105 -2.5607 -0.7726
C 3.3120 -3.4116 4.5446
C 2.8318 -1.2261 2.8983
C 0.4537 3.2058 2.4303
C -2.4012 -1.4575 0.5823
C -5.6788 0.7289 1.3668
C -1.4114 0.8652 -3.6085
C 3.4192 -2.7808 -3.0670
C -4.2832 -0.3261 -0.4258
H -6.5773 0.1950 1.0317
H 2.5262 -3.0658 -3.6273
H 1.3019 0.3894 -3.0633
H -3.5384 -0.1566 -1.1998
H -2.3655 1.2947 -3.2985
H -1.3820 4.7957 1.2262
H 3.4026 -5.0298 -1.6130
H -5.5903 -0.3183 3.2762
H -6.0117 1.6717 1.8057
H -2.0193 3.1310 1.2026
H -5.1284 -0.8729 -0.8655
H 0.2557 3.8753 -3.8180
H 3.4939 -4.2651 5.1874
H 2.1352 3.8208 0.3739
H 1.8887 -4.4492 3.3100
H 1.7038 -4.4895 -1.6918
H -5.3610 -2.0351 1.5028
H -4.0694 0.4261 2.7614
H 4.2465 -0.1858 4.1188
H 4.2461 -3.4316 -3.3668
H 4.1924 -2.6049 0.2966
H -0.2872 2.5910 2.9428
H -1.5442 3.9071 -0.3033
H 1.4311 2.7413 2.5642
H -3.8948 -2.0177 2.4926
H 1.0623 5.2171 0.6123
H -1.4874 3.5602 -3.8352
H 4.6974 -2.1363 5.5796
H -3.8678 1.5367 0.5006
H 1.0514 0.8980 -4.7505
H -1.2560 -0.0660 -3.0631
H 5.2162 -3.2676 -0.9968
H 0.9102 4.2053 -0.8429
H 0.4668 4.1999 2.8830
H 3.6688 -1.7490 -3.3221
H -5.2588 1.5803 -0.5921
H 4.7473 -1.5501 -1.0120
H -1.4449 0.6427 -4.6772
H -0.4650 2.9744 -5.1651
H 2.6149 -0.3813 2.2553
H 2.5596 -4.4343 -0.1608
H 1.8628 1.9806 -3.6014

Atomic charges from the Mulliken analysis, expressed in e, are listed below:
1 Os 0.617
2 P -2.513
3 O -0.010
4 O 0.046
5 O -0.144
6 O 0.502
7 O 0.392
8 N 0.011
9 N -0.563
10 C 1.841
11 C 0.297
12 C -1.410
13 C 1.818
14 C -1.477
15 C 1.794
16 C 0.908
17 C -1.114
18 C -1.640
19 C -0.384
20 C -0.454
21 C -0.963
22 C -0.375
23 C -0.601
24 C -1.500
25 C -2.019
26 C -1.496
27 C -0.453
28 C -0.271
29 C -1.754
30 C 0.793
31 C -0.882
32 C -1.353
33 C -1.803
34 C -0.814
35 H 0.362
36 H 0.379
37 H 0.208
38 H 0.305
39 H 0.263
40 H 0.516
41 H 0.441
42 H 0.370
43 H 0.374
44 H 0.143
45 H 0.306
46 H 0.357
47 H 0.357
48 H 0.337
49 H 0.413
50 H 0.336
51 H 0.336
52 H 0.255
53 H 0.372
54 H 0.407
55 H 0.251
56 H 0.388
57 H 0.235
58 H 0.342
59 H 0.462
60 H 0.416
61 H 0.404
62 H 0.355
63 H -0.288
64 H 0.419
65 H 0.155
66 H 0.396
67 H 0.139
68 H 0.406
69 H 0.351
70 H 0.357
71 H 0.338
72 H 0.533
73 H 0.433
74 H 0.427
75 H 0.287
76 H 0.333


3.
Molecular formula: C18H13Cl2NO4S
Method: DFT, wB97M-V/def2-TZVPD

Computed properties:
Total charge   0
2S+1   1
E_LUMO   -0.0167 eV
SMILES   COC(=O)c1sccc1-c1ccc(/C=N/OCc2c(Cl)cccc2Cl)o1
Gap between HOMO and LUMO   7.9 eV
Strongest force on any atom   1.3 eV Å⁻¹

Positions of all 39 atoms, in Å:
Cl 3.7904 1.1562 -2.0946
Cl 4.0492 -2.3909 1.9748
S -5.8499 -1.8891 -0.4153
O 2.0113 0.5282 0.3952
O -2.9214 -2.7836 -0.9925
O -2.4526 -0.6651 -1.6069
O -2.1334 0.6638 0.5629
N 0.6310 0.5122 0.4093
C 6.0711 0.3711 -0.9310
C -4.3616 -1.0205 -0.3444
C 4.6918 0.2403 -0.9490
C 4.7946 -1.3243 0.8424
C -3.4107 1.0612 0.6889
C -4.4866 0.1581 0.3666
C 6.8098 -0.3582 -0.0173
C -5.8182 0.3539 0.8246
C -2.1181 2.7658 1.3080
C -1.3402 1.6904 0.9267
C -3.1752 -1.6044 -0.9934
C -6.6497 -0.6571 0.4727
C 6.1765 -1.2082 0.8702
C 0.0831 1.5696 0.8623
C -1.1724 -1.0339 -2.1023
C -3.4513 2.3598 1.1581
C 4.0206 -0.6103 -0.0701
C 2.5212 -0.7010 -0.1073
H -1.1002 -2.1203 -2.1799
H 2.1589 -1.5315 0.5062
H -1.7655 3.7191 1.6455
H 7.8840 -0.2625 0.0044
H -6.1236 1.2071 1.4014
H -4.3267 2.9449 1.3511
H -7.6950 -0.7557 0.6885
H -0.4219 -0.6514 -1.4049
H 0.6602 2.4267 1.2093
H 6.7436 -1.7790 1.5879
H 6.5535 1.0386 -1.6269
H -1.0546 -0.5709 -3.0809
H 2.1779 -0.8491 -1.1404

Atomic charges from the Mulliken analysis, expressed in e, are listed below:
1 Cl -0.201
2 Cl -0.228
3 S -0.174
4 O -0.105
5 O -0.605
6 O -0.278
7 O -0.261
8 N -0.323
9 C -0.675
10 C 0.426
11 C 0.667
12 C 0.506
13 C 0.703
14 C 0.466
15 C -0.306
16 C -1.153
17 C -0.957
18 C 0.546
19 C 0.528
20 C -0.291
21 C -0.686
22 C -0.445
23 C -0.331
24 C -0.640
25 C 0.058
26 C -0.891
27 H 0.362
28 H 0.446
29 H 0.473
30 H 0.369
31 H 0.355
32 H 0.482
33 H 0.457
34 H -0.084
35 H 0.368
36 H 0.416
37 H 0.406
38 H 0.293
39 H 0.308


total charge of number 2 (C25H42N2O5OsP)?
-1


What did the third record say?
Molecular formula: C18H13Cl2NO4S
Method: DFT, wB97M-V/def2-TZVPD

Computed properties:
Total charge   0
2S+1   1
E_LUMO   -0.0167 eV
SMILES   COC(=O)c1sccc1-c1ccc(/C=N/OCc2c(Cl)cccc2Cl)o1
Gap between HOMO and LUMO   7.9 eV
Strongest force on any atom   1.3 eV Å⁻¹

Positions of all 39 atoms, in Å:
Cl 3.7904 1.1562 -2.0946
Cl 4.0492 -2.3909 1.9748
S -5.8499 -1.8891 -0.4153
O 2.0113 0.5282 0.3952
O -2.9214 -2.7836 -0.9925
O -2.4526 -0.6651 -1.6069
O -2.1334 0.6638 0.5629
N 0.6310 0.5122 0.4093
C 6.0711 0.3711 -0.9310
C -4.3616 -1.0205 -0.3444
C 4.6918 0.2403 -0.9490
C 4.7946 -1.3243 0.8424
C -3.4107 1.0612 0.6889
C -4.4866 0.1581 0.3666
C 6.8098 -0.3582 -0.0173
C -5.8182 0.3539 0.8246
C -2.1181 2.7658 1.3080
C -1.3402 1.6904 0.9267
C -3.1752 -1.6044 -0.9934
C -6.6497 -0.6571 0.4727
C 6.1765 -1.2082 0.8702
C 0.0831 1.5696 0.8623
C -1.1724 -1.0339 -2.1023
C -3.4513 2.3598 1.1581
C 4.0206 -0.6103 -0.0701
C 2.5212 -0.7010 -0.1073
H -1.1002 -2.1203 -2.1799
H 2.1589 -1.5315 0.5062
H -1.7655 3.7191 1.6455
H 7.8840 -0.2625 0.0044
H -6.1236 1.2071 1.4014
H -4.3267 2.9449 1.3511
H -7.6950 -0.7557 0.6885
H -0.4219 -0.6514 -1.4049
H 0.6602 2.4267 1.2093
H 6.7436 -1.7790 1.5879
H 6.5535 1.0386 -1.6269
H -1.0546 -0.5709 -3.0809
H 2.1779 -0.8491 -1.1404

Atomic charges from the Mulliken analysis, expressed in e, are listed below:
1 Cl -0.201
2 Cl -0.228
3 S -0.174
4 O -0.105
5 O -0.605
6 O -0.278
7 O -0.261
8 N -0.323
9 C -0.675
10 C 0.426
11 C 0.667
12 C 0.506
13 C 0.703
14 C 0.466
15 C -0.306
16 C -1.153
17 C -0.957
18 C 0.546
19 C 0.528
20 C -0.291
21 C -0.686
22 C -0.445
23 C -0.331
24 C -0.640
25 C 0.058
26 C -0.891
27 H 0.362
28 H 0.446
29 H 0.473
30 H 0.369
31 H 0.355
32 H 0.482
33 H 0.457
34 H -0.084
35 H 0.368
36 H 0.416
37 H 0.406
38 H 0.293
39 H 0.308